#w
ORCA calculation (ωB97M-V with the def2-TZVPD basis set) on C3H7N5 in the gas phase.

**E_HOMO**: -9.396 eV
**SMILES**: [H]/N=C\NC(=N\[H])/C(N)=N/[H]

Structure (XYZ):
```
15
C3H7N5 (ωB97M-V with the def2-TZVPD basis set)
C -1.0408 -0.6366 -0.0208
C -0.4143 0.7750 -0.1211
C 2.3216 0.3148 0.0378
H -3.0166 -1.3919 0.1278
H -3.0195 0.1506 -0.2342
H -0.6135 -2.4879 0.7444
H -1.2692 2.6444 0.1740
H 0.9998 2.0031 0.0052
H 3.0782 1.1793 0.2200
H 1.7984 -1.4694 -0.2518
N -2.4845 -0.6877 -0.2131
N -0.2625 -1.5278 0.2504
N -1.4093 1.6351 0.0274
N 0.9670 0.9625 0.1715
N 2.7383 -0.8603 -0.2592
```

And the Löwdin charges, in e, turn out to be: C -0.430; C -0.317; C -0.277; H 0.032; H 0.053; H 0.148; H 0.056; H 0.126; H 0.123; H 0.067; N 0.119; N 0.101; N 0.098; N 0.047; N 0.055

#x
ORCA calculation (ωB97M-V with the def2-TZVPD basis set) on C3H7N5 in the gas phase.

**E_HOMO**: -9.034 eV
**SMILES**: [H]/N=C(/N)N(/C=N/[H])N=C

Structure (XYZ):
```
15
C3H7N5 (ωB97M-V with the def2-TZVPD basis set)
C 0.1143 -0.8004 1.1577
C -0.9210 1.1848 0.1006
C 0.4550 0.1295 -2.1981
H 1.9894 -1.5960 0.1868
H 1.4212 -2.3420 1.4609
H -1.6988 -0.9461 2.0832
H -1.1305 1.1636 1.2362
H -1.4908 3.0579 -0.1226
H 1.5069 0.1533 -2.7944
H -0.4669 0.7368 -2.7055
N 1.4425 -1.3801 1.1138
N -0.6698 -1.2719 2.0405
N -0.2521 -0.0561 0.0505
N -0.9640 2.2846 -0.6547
N 0.6645 -0.3177 -0.9548
```

And the Löwdin charges, in e, turn out to be: C -0.518; C -0.216; C -0.026; H 0.120; H 0.075; H 0.086; H 0.129; H 0.071; H 0.102; H 0.107; N 0.056; N 0.106; N -0.103; N 0.051; N -0.040

#y
ORCA calculation (ωB97M-V with the def2-TZVPD basis set) on 3 unconnected molecules or ions with the total composition C3H7N5.

**E_HOMO**: -8.057 eV

Structure (XYZ):
```
15
C3H7N5 (ωB97M-V with the def2-TZVPD basis set)
C 0.3015 -0.0690 -0.1934
C -0.0949 -1.3709 -0.3771
C -1.3895 -1.4972 0.2252
H 3.3471 0.0628 -1.0364
H 2.9581 0.5664 1.5809
H 0.9489 -1.9902 -0.6113
H -1.8915 -2.4168 0.2924
H -3.0543 -0.2246 0.0977
H -0.7480 2.2256 -0.9190
H -0.3476 2.2360 0.6346
N 2.5188 -0.4430 0.1766
N 1.3815 0.6701 0.1241
N -1.9482 -0.2431 0.3508
N -0.9236 0.5497 -0.3492
N -1.0581 1.9442 0.0041
```

And the Löwdin charges, in e, turn out to be: C -0.492; C -0.051; C -0.089; H 0.165; H 0.206; H 0.148; H 0.090; H 0.213; H 0.079; H 0.045; N -0.122; N -0.138; N 0.029; N -0.158; N 0.076

Tell me which of them is the most stable. Sure, it is #w.